[1]
{"formula": "C3H6NO2", "method": "ωB97M-V with the def2-TZVPD basis set", "elements": ["C", "C", "C", "O", "O", "N", "H", "H", "H", "H", "H", "H"], "coordinates": [[-0.640, 1.113, -0.152], [0.628, 0.350, 0.146], [0.268, -1.248, 0.014], [-0.689, -1.558, -0.634], [1.113, -1.880, 0.681], [-0.416, 2.553, -0.234], [-1.379, 0.847, 0.606], [-1.062, 0.773, -1.073], [0.803, 0.345, 1.214], [1.516, 0.559, -0.434], [-0.046, 2.836, 0.674], [-1.349, 2.968, -0.188]], "forces_ev_per_a": [[-0.276, -0.194, -0.106], [-0.310, -0.795, 1.133], [-0.266, -0.246, -0.691], [-0.564, -0.083, -0.388], [0.565, 0.319, 0.293], [-0.186, 0.219, 0.877], [-0.018, -0.104, 0.201], [-0.129, -0.172, -0.706], [0.637, 0.743, 0.166], [0.045, 0.100, -0.149], [0.303, 0.132, -0.175], [0.200, 0.081, -0.456]], "multiplicity": 2, "homo_energy_ev": [-10.207, -10.191], "orbital_gap_ev": [10.9844, 6.8978]}


[2]
{"formula": "C15H15NO2S", "method": "ωB97M-V with the def2-TZVPD basis set", "elements": ["C", "C", "C", "C", "C", "C", "C", "C", "C", "H", "H", "H", "H", "H", "H", "H", "H", "H", "H", "H", "S", "C", "C", "C", "C", "N", "O", "O", "C", "C", "H", "H", "H", "H"], "coordinates": [[-2.062, -1.979, 1.822], [-1.272, -0.727, 1.909], [-2.058, 0.488, 2.223], [0.140, -0.742, 1.909], [0.916, 0.458, 1.798], [2.303, 0.425, 1.834], [2.991, -0.786, 1.983], [2.263, -1.977, 2.094], [0.875, -1.966, 2.049], [-1.608, -2.748, 1.189], [-2.217, -2.406, 2.830], [-3.057, -1.767, 1.407], [-1.538, 1.427, 2.036], [-2.984, 0.489, 1.636], [-2.361, 0.480, 3.283], [0.406, 1.417, 1.692], [2.865, 1.356, 1.750], [4.080, -0.805, 2.012], [2.784, -2.925, 2.232], [0.323, -2.900, 2.186], [-1.806, -1.614, -1.359], [-1.019, -0.402, -2.175], [0.372, -0.518, -2.510], [1.080, 0.578, -2.949], [0.414, 1.809, -3.167], [1.144, 2.940, -3.612], [0.532, 4.018, -3.797], [2.377, 2.824, -3.810], [-0.982, 1.913, -2.954], [-1.694, 0.818, -2.521], [0.868, -1.477, -2.368], [2.152, 0.542, -3.131], [-1.453, 2.877, -3.136], [-2.772, 0.878, -2.385]], "forces_ev_per_a": [[-0.482, -0.677, 0.015], [-0.316, -0.323, -0.277], [-0.276, 0.416, -0.475], [1.478, 0.075, -0.139], [-0.301, -0.255, 0.208], [0.004, 0.050, -0.019], [-0.530, 0.009, -0.075], [-0.224, -0.044, 0.063], [-0.267, 0.216, 0.023], [-0.010, 0.301, 0.252], [0.092, 0.206, -0.079], [0.345, -0.050, 0.192], [0.011, -0.114, 0.089], [0.177, -0.026, 0.128], [0.180, -0.193, -0.179], [0.274, -0.351, -0.072], [-0.186, -0.254, -0.015], [-0.305, 0.033, -0.002], [-0.145, 0.270, -0.065], [0.275, 0.343, -0.168], [-0.755, -1.034, 1.256], [0.918, 1.384, -1.139], [-0.491, 0.462, 0.233], [-0.107, 0.710, -0.312], [-0.775, -1.241, 0.586], [1.205, 1.897, -0.750], [0.953, -1.687, 0.313], [-1.897, 0.161, 0.341], [0.633, 0.116, -0.269], [0.654, -0.223, 0.213], [-0.133, 0.227, 0.101], [-0.285, -0.081, -0.032], [0.035, -0.286, -0.043], [0.249, -0.038, 0.099]], "homo_energy_ev": -6.769, "orbital_gap_ev": 3.9649}


[3]
{"formula": "C18H37O19Tl", "method": "ωB97M-V with the def2-TZVPD basis set", "elements": ["Tl", "O", "H", "C", "O", "C", "O", "O", "C", "H", "H", "H", "H", "H", "H", "C", "O", "C", "O", "O", "C", "H", "H", "H", "H", "H", "H", "C", "O", "C", "O", "O", "C", "H", "H", "H", "H", "H", "H", "C", "O", "C", "O", "O", "C", "H", "H", "H", "H", "H", "H", "C", "O", "C", "O", "O", "C", "H", "H", "H", "H", "H", "H", "C", "O", "C", "O", "O", "C", "H", "H", "H", "H", "H", "H"], "coordinates": [[1.061, -3.558, 0.525], [-0.470, -1.259, 0.390], [-0.919, -0.439, 0.105], [-1.582, 2.673, -0.109], [-1.060, 4.007, 0.064], [-0.183, 4.323, 0.973], [0.292, 3.506, 1.770], [0.238, 5.583, 0.785], [1.160, 6.179, 1.659], [-1.887, 2.208, 0.828], [-0.834, 2.013, -0.550], [-2.520, 2.546, -0.650], [1.804, 6.795, 1.031], [1.782, 5.588, 2.331], [0.750, 6.920, 2.345], [1.981, 1.361, -0.068], [3.229, 1.042, -0.689], [3.685, -0.221, -0.529], [3.074, -1.277, -0.290], [5.004, -0.137, -0.707], [5.797, -1.309, -1.008], [2.073, 1.533, 1.004], [1.171, 0.673, -0.308], [1.634, 2.296, -0.510], [5.701, -2.013, -0.182], [6.847, -1.033, -1.106], [5.457, -1.802, -1.918], [4.383, -2.771, 4.421], [3.732, -1.493, 4.406], [2.755, -1.285, 3.531], [2.493, -1.997, 2.571], [2.066, -0.225, 3.997], [0.838, 0.347, 3.407], [5.266, -2.732, 5.059], [4.618, -3.101, 3.409], [3.855, -3.606, 4.882], [0.256, 0.547, 4.307], [0.289, -0.442, 2.893], [1.114, 1.186, 2.767], [0.577, -0.608, -3.054], [1.372, -1.352, -3.953], [1.962, -2.565, -3.526], [1.749, -3.062, -2.388], [2.712, -3.049, -4.516], [3.329, -4.347, -4.354], [-0.417, -1.053, -2.994], [0.397, 0.380, -3.478], [1.009, -0.509, -2.059], [4.023, -4.274, -3.518], [3.918, -4.575, -5.243], [2.694, -5.166, -4.015], [-3.370, 0.082, -2.227], [-3.218, 0.705, -3.526], [-2.892, -0.005, -4.663], [-2.941, 0.447, -5.824], [-2.776, -1.327, -4.414], [-2.624, -2.206, -5.501], [-2.713, -0.757, -1.999], [-4.367, -0.354, -2.161], [-3.191, 0.845, -1.468], [-1.594, -2.104, -5.842], [-3.345, -1.995, -6.291], [-2.606, -3.192, -5.036], [-7.257, 1.693, 4.251], [-6.535, 0.859, 3.410], [-5.220, 1.021, 3.364], [-4.589, 1.896, 3.903], [-4.725, -0.112, 2.696], [-3.304, -0.388, 2.544], [-7.152, 2.731, 3.936], [-6.906, 1.560, 5.275], [-8.306, 1.401, 4.289], [-2.810, -0.242, 3.505], [-2.870, 0.354, 1.874], [-2.963, -1.354, 2.170]], "forces_ev_per_a": [[0.398, 0.245, -0.221], [0.145, 0.398, 0.048], [0.071, -0.076, 0.014], [0.276, -0.837, 1.283], [-1.867, -0.190, -1.561], [2.171, -0.664, 0.976], [-0.601, 1.016, -0.594], [-1.457, -1.685, 0.171], [1.603, 1.729, 0.976], [0.503, 0.341, 0.582], [0.171, 0.244, -0.220], [0.348, 1.482, -0.629], [0.130, -0.324, -0.151], [-0.263, -0.911, -0.639], [-0.994, -0.174, -0.212], [-0.257, 1.008, -0.316], [-1.067, -1.354, 0.760], [1.256, -1.165, -0.098], [0.445, 2.426, -0.448], [-0.580, 0.001, -0.348], [-0.313, -0.773, 0.519], [0.183, -0.345, -0.095], [0.124, -0.713, 0.206], [0.400, 0.120, -0.079], [0.045, -0.004, -0.021], [-0.362, 0.441, 0.027], [-0.102, 0.260, -0.039], [0.732, -1.018, -0.277], [-0.374, -0.305, -0.150], [-0.676, 0.053, 1.204], [-0.164, 0.571, 0.232], [0.049, -0.187, -1.026], [1.016, -1.436, 0.631], [0.097, 0.742, -0.426], [0.265, 0.270, 0.063], [-1.033, 0.493, 0.012], [0.034, 0.715, -0.273], [0.112, -0.011, -0.473], [-0.370, -0.004, 0.402], [-0.690, -0.012, 0.286], [1.831, -2.353, 0.242], [-1.298, 0.495, 1.364], [0.667, 1.210, -3.041], [-1.323, 0.404, 0.886], [1.044, -0.097, 1.342], [-0.061, -0.304, 0.237], [0.488, -0.031, -0.232], [0.145, -0.216, -0.109], [0.296, 0.215, -0.059], [-0.559, 0.203, -0.056], [-0.687, 0.330, -0.681], [-0.089, -0.287, -0.570], [1.116, -0.521, -0.696], [-1.936, -0.288, -2.186], [0.645, -0.548, 3.854], [-0.151, 1.802, 1.580], [1.333, -0.501, -0.314], [0.472, -0.061, -0.538], [-0.187, 0.294, 0.087], [-0.369, 0.101, -0.362], [-0.084, 0.258, -0.625], [0.065, -0.370, 0.159], [-0.821, -0.048, -0.345], [-0.730, 1.163, 1.394], [1.061, -1.388, -1.443], [0.451, -0.889, 0.572], [0.037, -0.848, -0.893], [0.396, -0.119, -0.117], [-0.131, 1.887, 0.696], [-0.050, 0.032, 0.173], [0.230, 0.291, 0.062], [0.186, -0.160, -0.610], [-0.007, 0.032, 0.172], [-0.007, 0.309, -0.084], [-1.386, -0.364, 0.041]], "total_charge": 2, "homo_energy_ev": -15.447, "orbital_gap_ev": 2.1458}


[4]
{"formula": "CH8NaO7", "method": "ωB97M-V with the def2-TZVPD basis set", "elements": ["Na", "C", "O", "O", "O", "O", "H", "H", "O", "H", "H", "O", "H", "H", "O", "H", "H"], "coordinates": [[-0.359, 0.230, 0.216], [2.179, -0.964, 1.090], [1.701, -0.967, -0.034], [1.593, -0.298, 1.982], [3.231, -1.598, 1.356], [0.581, -2.226, -2.237], [0.865, -1.931, -1.372], [0.429, -1.419, -2.729], [1.092, 2.321, -0.162], [1.301, 2.180, -1.086], [0.798, 3.232, -0.120], [-1.945, -1.330, -0.139], [-2.796, -1.576, -0.504], [-1.627, -2.127, 0.285], [-2.159, 1.816, 1.171], [-2.750, 2.121, 0.482], [-2.134, 2.536, 1.801]], "forces_ev_per_a": [[1.513, -0.101, 0.904], [2.558, -0.563, 3.876], [-3.400, -0.119, -6.900], [-2.197, 1.823, 2.149], [1.344, -0.881, 0.110], [-0.892, -0.640, -1.238], [1.118, 0.565, 1.392], [0.119, 0.111, -0.022], [-0.441, -0.094, 0.056], [0.378, -0.232, -0.248], [-0.052, 0.289, 0.082], [-0.432, 0.192, -0.023], [-0.102, 0.012, -0.131], [0.462, -0.279, 0.114], [0.016, -0.221, -0.209], [-0.205, 0.050, -0.181], [0.214, 0.090, 0.268]], "total_charge": -1, "homo_energy_ev": -1.200, "orbital_gap_ev": 2.6401}


[5]
{"formula": "C40H39F8N7O3S", "method": "ωB97M-V with the def2-TZVPD basis set", "elements": ["C", "C", "F", "O", "S", "O", "O", "C", "F", "F", "C", "F", "F", "C", "F", "F", "F", "H", "H", "H", "H", "N", "C", "C", "C", "C", "C", "H", "H", "H", "H", "H", "N", "C", "C", "C", "C", "C", "H", "H", "H", "H", "H", "N", "C", "C", "C", "C", "C", "H", "H", "H", "H", "H", "N", "C", "C", "C", "C", "C", "H", "H", "H", "H", "H", "N", "C", "C", "C", "C", "C", "H", "H", "H", "H", "H", "N", "C", "C", "C", "C", "C", "H", "H", "H", "H", "H", "N", "C", "C", "C", "C", "C", "H", "H", "H", "H", "H"], "coordinates": [[-6.586, 2.023, 1.510], [-6.247, 2.270, -0.089], [-7.427, 3.003, -0.660], [-6.004, 0.998, -0.834], [-4.304, 0.654, -0.802], [-4.253, -0.892, -1.093], [-3.666, 0.887, 0.772], [-2.507, 1.836, 0.719], [-1.304, 0.945, 0.509], [-2.562, 2.771, -0.427], [-2.300, 2.535, 2.186], [-2.926, 1.644, 3.211], [-0.816, 2.661, 2.397], [-2.923, 4.042, 2.340], [-3.324, 4.331, 3.768], [-1.845, 5.054, 2.040], [-4.126, 4.318, 1.521], [-5.625, 1.888, 2.175], [-7.201, 1.015, 1.557], [-7.219, 2.895, 1.971], [-5.308, 2.942, -0.284], [2.454, 1.490, 5.525], [2.767, 0.244, 5.944], [2.220, -0.909, 5.405], [1.292, -0.780, 4.377], [0.948, 0.490, 3.926], [1.552, 1.584, 4.525], [3.493, 0.195, 6.750], [2.509, -1.885, 5.778], [0.841, -1.661, 3.931], [0.228, 0.625, 3.126], [1.319, 2.596, 4.205], [-9.641, 3.271, 1.347], [-10.024, 2.764, 2.539], [-11.237, 3.049, 3.145], [-12.112, 3.911, 2.492], [-11.746, 4.451, 1.263], [-10.512, 4.103, 0.736], [-9.305, 2.099, 3.011], [-11.493, 2.611, 4.103], [-13.071, 4.159, 2.936], [-12.405, 5.126, 0.730], [-10.182, 4.496, -0.222], [1.534, 0.021, -2.499], [2.255, -0.899, -3.177], [2.030, -2.264, -3.098], [1.006, -2.716, -2.272], [0.247, -1.792, -1.560], [0.546, -0.447, -1.707], [3.044, -0.497, -3.805], [2.638, -2.958, -3.667], [0.800, -3.779, -2.185], [-0.557, -2.113, -0.908], [-0.020, 0.312, -1.175], [7.066, -0.915, 4.816], [8.357, -0.565, 4.624], [8.778, 0.737, 4.408], [7.818, 1.744, 4.383], [6.480, 1.414, 4.576], [6.157, 0.084, 4.788], [9.067, -1.386, 4.649], [9.828, 0.962, 4.262], [8.110, 2.776, 4.215], [5.708, 2.175, 4.562], [5.127, -0.223, 4.947], [-1.971, -2.127, -5.566], [-0.651, -1.861, -5.460], [0.138, -1.440, -6.519], [-0.461, -1.283, -7.764], [-1.819, -1.551, -7.905], [-2.525, -1.964, -6.787], [-0.229, -2.001, -4.469], [1.193, -1.238, -6.376], [0.125, -0.956, -8.618], [-2.316, -1.439, -8.863], [-3.588, -2.182, -6.845], [0.138, -0.779, -11.123], [-0.903, -0.912, -11.975], [-0.900, -1.764, -13.067], [0.240, -2.525, -13.306], [1.328, -2.408, -12.447], [1.230, -1.531, -11.379], [-1.767, -0.295, -11.748], [-1.765, -1.833, -13.717], [0.279, -3.203, -14.153], [2.231, -2.987, -12.606], [2.051, -1.408, -10.679], [10.925, -4.172, 7.443], [10.543, -4.680, 8.635], [9.330, -4.394, 9.241], [8.455, -3.532, 8.588], [8.821, -2.992, 7.359], [10.054, -3.340, 6.832], [11.261, -5.344, 9.107], [9.073, -4.833, 10.199], [7.495, -3.284, 9.032], [8.162, -2.317, 6.825], [10.384, -2.947, 5.874]], "forces_ev_per_a": [[-0.156, -0.599, -0.295], [-0.838, 1.412, 0.806], [3.234, -2.317, 0.891], [1.230, 1.292, 2.332], [-0.904, -5.712, -3.342], [-0.411, 6.289, 1.820], [2.106, 2.754, -0.121], [0.673, -2.597, -1.696], [-3.635, 3.066, 0.559], [0.357, -2.655, 4.043], [1.270, -0.822, 1.425], [2.378, 3.077, -3.399], [-5.130, -0.487, -0.379], [-0.560, 3.803, 1.708], [1.411, -1.305, -5.127], [-4.099, -3.674, 0.696], [4.399, -1.181, 2.665], [-1.734, 0.210, -1.637], [1.180, 2.139, -0.054], [1.234, -1.676, -1.352], [-1.967, -0.926, 0.400], [-0.371, -0.820, -0.422], [-0.221, 0.897, -0.191], [-0.189, 0.039, -0.182], [0.003, 0.010, -0.009], [0.062, -0.293, 0.097], [0.613, 0.062, 0.663], [-0.056, -0.034, -0.038], [-0.007, 0.096, -0.021], [0.056, 0.102, 0.048], [0.129, -0.027, 0.097], [-0.011, -0.092, 0.000], [-1.022, 0.254, 0.609], [0.256, 0.373, -0.879], [-0.146, 0.146, -0.118], [-0.001, 0.006, -0.012], [-0.050, -0.144, 0.267], [0.700, -0.551, 0.277], [-0.065, 0.006, 0.030], [0.038, 0.032, -0.086], [0.114, -0.031, -0.048], [0.078, -0.065, 0.033], [-0.032, -0.023, 0.073], [-0.169, -1.006, 0.035], [-0.444, 0.704, 0.425], [-0.143, -0.053, 0.201], [0.019, -0.024, 0.096], [0.175, -0.217, -0.141], [0.617, 0.493, -0.517], [-0.037, -0.058, 0.028], [-0.043, 0.070, 0.039], [0.011, 0.124, -0.021], [0.039, 0.055, -0.079], [0.106, -0.163, -0.117], [0.337, 0.943, -0.106], [-0.859, -0.280, 0.115], [-0.186, 0.148, -0.009], [-0.024, -0.015, 0.007], [0.275, 0.078, -0.048], [0.484, -0.762, 0.035], [-0.010, 0.090, -0.025], [-0.090, -0.046, 0.014], [-0.034, -0.121, 0.020], [0.022, -0.105, 0.026], [0.124, 0.086, -0.069], [0.529, 0.291, -0.800], [-0.896, -0.194, 0.101], [-0.238, -0.019, -0.218], [0.143, 0.026, -0.030], [0.271, 0.041, 0.090], [0.286, -0.132, 0.851], [-0.046, 0.060, -0.143], [-0.084, -0.011, 0.024], [-0.159, -0.012, 0.058], [0.051, -0.007, 0.071], [0.072, 0.018, -0.028], [0.030, -0.661, -0.826], [0.643, 0.163, 0.637], [0.242, -0.131, -0.021], [0.008, 0.000, 0.007], [-0.232, 0.002, -0.156], [-0.687, 0.541, 0.245], [0.039, -0.053, -0.047], [0.073, 0.024, 0.075], [-0.005, 0.079, 0.102], [-0.079, 0.064, 0.036], [-0.029, -0.040, -0.073], [-0.878, 0.221, 0.419], [0.357, 0.304, -0.833], [-0.155, 0.175, -0.149], [0.036, -0.012, -0.009], [-0.092, -0.060, 0.225], [0.642, -0.591, 0.417], [-0.074, 0.039, -0.006], [0.047, 0.028, -0.082], [0.107, -0.023, -0.058], [0.031, -0.083, 0.010], [-0.036, -0.021, 0.072]], "homo_energy_ev": -9.372, "orbital_gap_ev": 8.6931}


[6]
{"formula": "C2H10NO3", "method": "ωB97M-V with the def2-TZVPD basis set", "elements": ["C", "N", "C", "O", "H", "H", "H", "H", "H", "H", "H", "H", "O", "H", "H", "O"], "coordinates": [[-0.431, 0.520, -2.235], [0.604, 0.606, -1.118], [0.195, 0.613, 0.368], [-0.297, -0.546, 0.948], [-0.251, -0.395, -2.831], [-0.329, 1.360, -3.007], [-1.592, 0.512, -2.110], [1.143, -0.213, -1.447], [-0.650, 1.288, 0.374], [1.040, 1.118, 0.772], [-2.453, 0.836, 3.008], [-1.148, -0.139, 2.413], [-1.718, 0.265, 3.137], [1.240, -1.703, 0.489], [2.555, -1.984, 1.002], [2.093, -2.138, 0.237]], "forces_ev_per_a": [[-1.514, 0.890, -1.376], [-1.639, -1.209, -0.493], [-0.630, -1.335, -3.909], [1.116, 1.074, -0.542], [-0.033, 0.328, 0.403], [0.301, -0.828, 1.299], [2.054, -0.032, 0.946], [0.325, 0.657, 1.621], [-0.495, 0.555, 0.356], [0.657, -0.003, 1.484], [-0.469, 0.357, -1.215], [-1.785, 1.284, 0.727], [2.110, -1.568, 0.726], [0.622, -0.835, -0.718], [2.381, 0.313, 2.914], [-3.002, 0.352, -2.221]], "multiplicity": 2, "homo_energy_ev": [-9.860, -9.775], "orbital_gap_ev": [10.5746, 6.7148]}